Formula: C25H61N13Ti
Source: the OMol25 dataset
Level of theory: the ωB97M-V functional and the def2-TZVPD basis

ORCA input file:
```
! wB97M-V def2-TZVPD RIJCOSX def2/J DEFGRID3
* xyz 3 2
Ti 0.113 0.715 -0.584
C 2.140 -6.294 0.322
N 1.859 -4.890 0.787
C 2.618 -4.483 1.978
C 1.210 -4.007 -0.045
N 1.451 -2.755 -0.265
C 2.759 -2.187 0.061
C 3.010 -0.785 -0.437
N 2.266 0.366 0.173
C 3.014 1.594 -0.332
C 2.241 2.834 -0.112
N 0.947 2.797 -0.761
C 0.339 3.963 -1.125
N -0.682 4.068 -2.063
C -0.725 3.336 -3.339
C -1.717 5.040 -1.841
N 0.701 5.115 -0.588
C 1.121 5.190 0.805
C 0.600 6.485 -1.225
C 2.294 0.179 1.606
C 0.948 -0.509 2.036
N -0.124 0.409 1.574
C -1.337 0.385 2.145
N -1.967 -0.705 2.760
C -2.610 -0.492 4.010
C -1.602 -2.106 2.539
N -2.092 1.508 2.096
C -3.619 1.499 2.212
C -1.531 2.789 2.376
N 0.059 -4.480 -0.733
C -0.886 -5.308 0.019
C 0.167 -4.935 -2.082
H 3.050 -6.302 -0.246
H 1.285 -6.646 -0.327
H 2.282 -6.998 1.200
H 2.414 -5.088 2.864
H 2.352 -3.455 2.336
H 3.713 -4.429 1.892
H 3.546 -2.790 -0.421
H 3.071 -2.448 1.073
H 2.862 -0.745 -1.515
H 4.083 -0.616 -0.366
H 3.210 1.466 -1.451
H 3.981 1.638 0.180
H 2.756 3.717 -0.524
H 2.134 2.985 1.041
H -1.454 2.498 -3.309
H 0.301 2.952 -3.494
H -1.040 3.939 -4.170
H -1.767 5.285 -0.728
H -2.743 4.521 -2.006
H -1.607 5.948 -2.397
H 0.889 4.251 1.215
H 0.425 5.935 1.249
H 2.180 5.487 1.064
H 0.617 6.415 -2.302
H 1.585 6.962 -1.071
H -0.108 7.167 -0.743
H 2.331 1.156 2.078
H 3.119 -0.431 1.922
H 1.055 -0.541 3.171
H 0.895 -1.540 1.658
H -2.388 0.554 4.355
H -2.164 -1.204 4.684
H -3.694 -0.557 3.879
H -1.198 -2.313 1.501
H -2.534 -2.675 2.651
H -1.003 -2.462 3.356
H -4.016 0.700 1.549
H -3.969 2.561 1.927
H -3.848 1.298 3.247
H -0.402 2.635 2.530
H -1.987 3.310 3.228
H -1.692 3.510 1.541
H -0.900 -4.907 1.043
H -0.571 -6.395 -0.046
H -1.930 -5.182 -0.384
H 0.900 -4.261 -2.720
H -0.757 -4.808 -2.656
H 0.494 -6.015 -2.161
N -2.202 1.295 -0.894
C -3.039 0.158 -1.327
C -2.324 -1.118 -0.818
N -0.912 -1.212 -1.206
C -0.859 -1.544 -2.645
C 0.526 -1.065 -3.058
N 0.547 0.405 -2.674
H -2.244 1.520 0.109
H -2.188 2.148 -1.459
H -3.079 0.253 -2.449
H -4.028 0.119 -0.923
H -2.833 -2.085 -0.966
H -2.349 -0.988 0.304
H -0.362 -1.921 -0.725
H -1.575 -0.913 -3.207
H -0.997 -2.602 -2.856
H 0.721 -1.129 -4.097
H 1.262 -1.617 -2.515
H -0.216 0.954 -3.034
H 1.429 0.925 -2.921
*
```

For the LUMO energy (spin up / spin down), the calculation gives -8.41 / -7.99 eV. The calculation puts the total energy at -69377.440 eV. The value obtained for the maximum force is 3.7 eV/Å. The value obtained for the HOMO-LUMO gap (spin up / spin down) is 7.3 / 7.7 eV.

Atom charges from the Mulliken analysis, given in e for atoms 1 to 5: 1.08, -0.82, 0.30, -0.88, -1.04


Formula: C16H28IN6PbSbSe4
Source: the OMol25 dataset
Level of theory: the ωB97M-V functional and the def2-TZVPD basis

ORCA input file:
```
! wB97M-V def2-TZVPD RIJCOSX def2/J DEFGRID3
* xyz 0 1
Pb -0.524 0.450 -0.431
N -1.899 1.821 1.352
C -1.196 3.000 1.828
C 0.212 2.595 2.288
N 0.959 1.871 1.260
C 1.969 2.632 0.536
C 1.326 3.530 -0.519
N 0.576 2.686 -1.435
H -2.751 2.079 0.863
H -2.214 1.240 2.126
H -1.708 3.491 2.668
H -1.129 3.717 1.010
H 0.088 1.949 3.163
H 0.749 3.494 2.615
H 1.419 1.063 1.659
H 2.623 1.915 0.033
H 2.584 3.248 1.208
H 2.107 4.120 -1.021
H 0.642 4.230 -0.038
H 1.190 2.257 -2.114
H -0.157 3.193 -1.913
Se -4.526 -0.333 2.197
Sb -5.379 -0.935 0.027
Se -4.081 0.499 -2.886
Se -3.105 -1.183 -1.596
Se -5.400 1.474 -1.229
C -0.168 -0.356 -3.898
N 0.626 -0.515 -2.688
C 2.001 -0.113 -2.946
C 0.637 -1.916 -2.259
C 1.349 -2.096 -0.944
C 2.164 -3.206 -0.772
C 2.783 -3.443 0.440
C 2.607 -2.542 1.472
C 1.811 -1.425 1.276
C 1.144 -1.161 0.082
H 0.261 -0.917 -4.742
H -0.218 0.698 -4.172
H -1.183 -0.715 -3.726
H 2.482 -0.809 -3.647
H 2.560 -0.127 -2.012
H 2.040 0.883 -3.384
H 1.104 -2.547 -3.034
H -0.405 -2.237 -2.138
H 2.310 -3.901 -1.590
H 3.392 -4.327 0.574
H 3.079 -2.718 2.429
H 1.705 -0.746 2.119
I -2.666 -4.880 3.124
C -1.939 -3.016 2.569
C -1.321 -2.087 3.375
N -1.045 -1.042 2.580
N -1.436 -1.245 1.328
C -1.979 -2.444 1.294
H -1.082 -2.118 4.417
H -0.601 -0.170 2.820
H -2.385 -2.866 0.395
*
```

For the LUMO energy, the calculation gives -0.07 eV. The calculation puts the total energy at -307258.355 eV. The value obtained for the maximum force is 1.0 eV/Å. The value obtained for the HOMO-LUMO gap is 6.4 eV.

Atom charges from the natural (NBO) analysis, given in e for atoms 1 to 5: 1.29, -0.89, -0.23, -0.23, -0.68


Formula: C3H9N3
Source: the OMol25 dataset
Level of theory: the ωB97M-V functional and the def2-TZVPD basis

ORCA input file:
```
! wB97M-V def2-TZVPD RIJCOSX def2/J DEFGRID3
* xyz -1 2
C 1.594 0.922 0.367
C 0.964 2.413 2.056
N 0.911 2.105 0.733
H 2.558 0.716 0.904
H 1.744 0.744 -0.692
H 0.899 0.127 0.764
H 0.808 3.461 2.288
H 1.654 1.769 2.637
N -1.447 -1.916 -0.280
C -1.396 -1.773 -1.629
N -2.033 -0.881 -2.298
H -1.294 -2.742 0.245
H -1.802 -1.074 0.153
H -0.773 -2.539 -2.111
H -2.387 -1.332 -3.139
*
```

For the LUMO energy (spin up / spin down), the calculation gives 3.45 / 3.38 eV. The calculation puts the total energy at -7723.773 eV. The value obtained for the maximum force is 2.3 eV/Å. The value obtained for the HOMO-LUMO gap (spin up / spin down) is 2.8 / 6.4 eV.

Atom charges from the natural (NBO) analysis, given in e for atoms 1 to 5: -0.43, -0.54, -0.62, 0.12, 0.16


Formula: C28H78B2MnO14
Source: the OMol25 dataset
Level of theory: the ωB97M-V functional and the def2-TZVPD basis

ORCA input file:
```
! wB97M-V def2-TZVPD RIJCOSX def2/J DEFGRID3
* xyz 0 6
Mn 3.891 9.571 14.219
B 2.693 11.262 14.999
H 3.724 11.666 14.574
H 3.004 10.494 15.852
H 1.981 12.137 15.406
H 2.167 10.626 14.152
B 5.672 10.205 13.017
H 5.811 10.127 14.196
H 6.473 10.875 12.420
H 5.638 9.081 12.553
H 4.601 10.676 12.789
C -1.988 14.392 8.820
O -0.590 14.246 8.779
C 0.075 14.781 9.892
C -0.215 14.082 11.198
O 0.215 12.754 11.121
C 0.138 12.080 12.361
H -2.292 15.398 9.136
H -2.466 13.641 9.456
H -2.357 14.270 7.801
H -0.074 15.862 10.022
H 1.145 14.635 9.718
H -1.295 14.112 11.434
H 0.221 14.664 12.026
H 0.954 12.423 13.004
H 0.332 11.028 12.142
H -0.843 12.165 12.840
C 1.604 8.168 16.068
O 2.187 8.229 14.779
C 1.209 7.985 13.772
C 1.770 8.038 12.352
O 2.714 9.086 12.219
C 2.977 9.412 10.860
H 2.380 8.411 16.792
H 1.288 7.146 16.302
H 0.793 8.892 16.174
H 0.398 8.712 13.888
H 0.770 6.991 13.929
H 0.897 8.293 11.735
H 2.166 7.075 12.020
H 3.173 8.510 10.272
H 3.860 10.043 10.854
H 2.109 9.930 10.442
C 5.144 9.750 17.271
O 4.858 8.932 16.150
C 5.620 7.733 16.085
C 4.901 6.755 15.185
O 4.566 7.343 13.943
C 4.752 6.462 12.852
H 6.217 9.919 17.409
H 4.728 9.304 18.179
H 4.703 10.730 17.109
H 5.770 7.301 17.080
H 6.618 7.989 15.709
H 3.953 6.449 15.645
H 5.537 5.868 15.111
H 5.809 6.228 12.717
H 4.331 6.933 11.969
H 4.197 5.527 13.016
C 5.675 13.999 15.172
O 6.376 14.890 16.011
C 7.138 15.820 15.302
C 7.848 16.721 16.296
O 6.902 17.328 17.141
C 7.349 17.482 18.464
H 5.402 13.089 15.699
H 6.261 13.727 14.285
H 4.751 14.463 14.800
H 6.510 16.435 14.638
H 7.883 15.309 14.673
H 8.382 17.502 15.739
H 8.569 16.104 16.844
H 6.634 18.076 19.025
H 8.352 17.928 18.497
H 7.460 16.507 18.964
C 2.649 13.715 17.522
O 3.502 14.451 18.376
C 3.693 15.788 17.967
C 2.618 16.729 18.441
O 2.848 17.101 19.783
C 1.835 17.934 20.284
H 1.603 14.014 17.704
H 2.743 12.662 17.753
H 2.804 13.931 16.463
H 3.737 15.856 16.873
H 4.645 16.118 18.381
H 1.604 16.320 18.322
H 2.671 17.644 17.826
H 2.218 18.427 21.177
H 0.960 17.351 20.612
H 1.497 18.665 19.542
C 0.545 8.397 20.725
O 0.533 9.393 19.713
C 1.155 10.605 20.102
C 2.602 10.638 19.646
O 3.439 9.788 20.410
C 3.781 10.329 21.667
H -0.047 8.725 21.585
H 1.567 8.155 21.023
H 0.096 7.512 20.278
H 1.032 10.759 21.180
H 0.635 11.424 19.599
H 2.985 11.659 19.540
H 2.566 10.190 18.648
H 4.619 9.772 22.080
H 2.953 10.218 22.380
H 4.043 11.388 21.587
C -1.585 14.144 17.261
O -1.768 12.847 17.794
C -0.935 11.831 17.271
C -0.893 11.741 15.751
O -2.166 11.729 15.128
C -3.019 10.734 15.628
H -0.664 14.582 17.665
H -2.453 14.738 17.529
H -1.510 14.147 16.172
H -1.258 10.907 17.745
H 0.113 12.032 17.554
H -0.394 10.791 15.503
H -0.323 12.563 15.330
H -3.422 10.998 16.611
H -2.508 9.761 15.672
H -3.866 10.630 14.950
*
```

For the LUMO energy (spin up / spin down), the calculation gives 0.33 / 0.33 eV. The calculation puts the total energy at -91629.290 eV. The value obtained for the maximum force is 1.7 eV/Å. The value obtained for the HOMO-LUMO gap (spin up / spin down) is 8.8 / 9.5 eV.

Atom charges from the Mulliken analysis, given in e for atoms 1 to 5: 1.26, 1.09, -0.19, -0.52, -0.80


Formula: C5H13N3O
Source: the OMol25 dataset
Level of theory: the ωB97M-V functional and the def2-TZVPD basis

ORCA input file:
```
! wB97M-V def2-TZVPD RIJCOSX def2/J DEFGRID3
* xyz 0 1
C 2.115 -0.001 -1.442
C -2.783 -0.054 -0.253
C -1.805 -0.690 1.822
C 3.108 0.155 -0.335
N 0.077 0.192 -0.738
N -1.790 -0.864 0.397
C 0.196 -0.946 -0.206
N -0.044 1.419 -0.109
O 0.644 -2.002 0.039
H -0.106 2.127 -0.831
H 0.758 1.612 0.486
H 2.121 -0.955 -1.956
H 2.000 0.844 -2.115
H -2.723 1.017 0.000
H -2.688 -0.141 -1.336
H -1.629 0.362 2.110
H -2.783 -0.983 2.239
H -1.045 -1.324 2.283
H -3.787 -0.375 0.068
H 2.942 1.071 0.245
H 3.085 -0.695 0.349
H 4.136 0.230 -0.718
*
```

For the LUMO energy (spin up / spin down), the calculation gives 0.02 / 0.65 eV. The calculation puts the total energy at -11907.537 eV. The value obtained for the maximum force is 3.7 eV/Å. The value obtained for the HOMO-LUMO gap (spin up / spin down) is 6.5 / 8.4 eV.

Atom charges from the natural (NBO) analysis, given in e for atoms 1 to 5: -0.31, -0.45, -0.45, -0.68, -0.32